DFT (the ωB97M-V functional and the def2-TZVPD basis) results for the molecule C6H16Si2.

Calculated values
Largest force on an atom (eV/A): 3.97
Kohn-Sham gap (eV): 10.002
SMILES string: C/C([SiH3])=C(/C)[SiH](C)C
Energy relative to the best compared isomer or geometry (same formula, charge and spin) (eV): 0.585

Cartesian coordinates (Å):
C -0.4490 -1.2377 0.7069
C -0.1848 0.0121 0.3329
C -0.4224 -2.3454 -0.3324
C -0.2209 1.0752 1.5864
C -0.5068 2.4297 -1.4345
C 1.9999 0.6293 -1.8533
Si -0.9025 -1.9115 2.4259
Si 0.1737 0.6447 -1.3745
H -1.2102 -2.2571 -1.0818
H -0.5156 -3.2549 0.1843
H 0.4626 -2.2909 -0.8467
H 0.5638 0.8124 2.3075
H -1.0863 1.0835 2.1492
H -0.1603 2.0443 1.1186
H -1.4797 2.4255 -1.8790
H -0.5775 2.8381 -0.4261
H 0.0370 3.0566 -2.1245
H 2.1408 1.0284 -2.9195
H 2.6207 1.2894 -1.2416
H 2.5321 -0.2423 -1.6085
H 0.3486 -1.4210 3.2965
H -1.1229 -3.3713 2.1274
H -2.0098 -1.6527 3.2275
H -0.8391 -0.0875 -2.1675

natural (NBO) atomic charge list, values in e, 6 entries: atom 1 (C): -0.357, atom 2 (C): -0.405, atom 3 (C): -0.654, atom 4 (C): -0.637, atom 5 (C): -1.078, atom 6 (C): -1.104


DFT (the ωB97M-V functional and the def2-TZVPD basis) results for a structure of composition C6H17I2N3O2.

Calculated values
Largest force on an atom (eV/A): 4.94
Total charge: +2
Kohn-Sham gap (eV): 9.358
Energy relative to the best compared isomer or geometry (same formula, charge and spin) (eV): 0.000

Cartesian coordinates (Å):
C -2.8235 3.4472 1.0276
C 4.0262 -2.5523 -0.3988
C 0.1796 -1.5355 0.0029
C -1.2575 0.3066 -0.5547
C -1.5015 1.8165 -0.2681
C 1.9093 -1.3947 -0.7945
N -0.2620 -0.2422 0.2247
N -2.5328 2.0359 0.8395
N 2.6559 -2.2730 0.0386
O 0.4053 -2.1213 1.2141
O -2.0074 2.4093 -1.3564
I -3.3656 -0.7729 -0.6726
I 2.3829 0.7482 -0.7615
H -1.8637 4.0032 1.1169
H -3.4400 3.9799 0.2616
H -3.2909 3.4470 2.0707
H 4.5425 -3.4400 0.0966
H 4.0704 -2.7859 -1.4427
H 4.6422 -1.6881 -0.1814
H -0.2928 -1.9474 -0.8361
H -1.0900 0.1631 -1.5934
H -0.5443 2.1288 -0.0224
H 1.9211 -1.6426 -1.7870
H -0.0979 0.0008 1.2250
H -2.3290 1.4402 1.6331
H -3.3003 1.4252 0.3624
H 2.2267 -3.1286 0.1470
H 2.5219 -1.7956 0.9062
H -0.0986 -2.9335 1.4158
H -1.3862 2.9019 -1.9133

natural (NBO) atomic charge list, values in e, 6 entries: atom 1 (C): -0.449, atom 2 (C): -0.453, atom 3 (C): 0.308, atom 4 (C): -0.047, atom 5 (C): 0.220, atom 6 (C): -0.225


DFT (the ωB97M-V functional and the def2-TZVPD basis) results for a structure of composition C6H17KO3.

Calculated values
Largest force on an atom (eV/A): 10.05
Kohn-Sham gap (eV): 6.137

Cartesian coordinates (Å):
K 0.3009 -0.2384 -0.0198
C -0.6621 2.6260 -2.7671
C -1.2400 1.7964 -1.5755
O -1.0201 0.4435 -1.5462
H 0.3562 2.3321 -3.0216
H -0.7025 3.6899 -2.5335
H -1.3382 2.3619 -3.5802
H -2.3197 1.9432 -1.6029
H -0.9322 2.3257 -0.6737
C 3.3960 -1.0385 -0.9813
C 2.5425 -2.1883 -0.4517
O 1.8681 -1.6731 0.7590
H 2.9342 -0.0874 -0.7164
H 3.3444 -1.1273 -2.0665
H 4.4372 -0.9848 -0.6632
H 3.0661 -3.0980 -0.1576
H 1.7940 -2.5229 -1.1701
H 2.4951 -1.7924 1.4760
C -2.7853 -0.0591 2.7326
C -1.3730 -0.4755 2.5625
O -1.1510 -0.0997 1.1570
H -3.3811 -0.7768 2.1688
H -3.0271 0.9333 2.3521
H -3.1780 -0.1290 3.7470
H -1.1896 -1.5227 2.8028
H -0.7131 0.1773 3.1340
H -1.5218 -0.8154 0.6355

Löwdin atomic charge list, values in e, 6 entries: atom 1 (K): 1.013, atom 2 (C): -0.104, atom 3 (C): -0.527, atom 4 (O): -0.510, atom 5 (H): 0.053, atom 6 (H): 0.054


DFT (the ωB97M-V functional and the def2-TZVPD basis) results for a cluster of 2 separate species, C6H17N2 in total.

Calculated values
Largest force on an atom (eV/A): 2.29
Kohn-Sham gap (alpha / beta) (eV): 2.513 / 8.392
Multiplicity: 2
Energy relative to the best compared isomer or geometry (same formula, charge and spin) (eV): 3.269

Cartesian coordinates (Å):
C 2.3568 -2.0744 -0.0330
C 1.8569 -0.7005 -0.4925
C 2.1080 0.4454 0.2126
N 2.1318 1.7866 -0.2163
H 2.7267 -2.0921 0.9965
H 1.5086 -2.8325 -0.0207
H 3.1201 -2.5473 -0.7048
H 1.5242 -0.5872 -1.5289
H 2.5943 0.3661 1.2249
H 2.1265 2.4748 0.5719
H 1.4372 1.9840 -0.9873
C -1.8943 -0.0711 0.8968
C -1.9610 0.5476 -0.5455
C -3.2496 1.3550 -0.8076
N -0.8010 -1.1014 0.8457
H -1.6367 0.6920 1.7195
H -2.8339 -0.5599 1.2318
H -1.8641 -0.3130 -1.2502
H -1.0306 1.1469 -0.6532
H -4.0944 0.6337 -1.1171
H -3.5922 2.0046 -0.0053
H -3.0261 1.9944 -1.6633
H -0.9953 -1.7525 0.0327
H 0.1502 -0.7294 0.6174
H -0.7312 -1.6914 1.7452

natural (NBO) atomic charge list, values in e, 6 entries: atom 1 (C): -0.632, atom 2 (C): -0.474, atom 3 (C): -0.112, atom 4 (N): -0.828, atom 5 (H): 0.206, atom 6 (H): 0.174


DFT (the ωB97M-V functional and the def2-TZVPD basis) results for the ion C6H17N2 with charge +1.

Calculated values
Largest force on an atom (eV/A): 3.04
Total charge: +1
Kohn-Sham gap (eV): 8.163
SMILES string: C[C@@H]([NH3+])CCCCN
Energy relative to the best compared isomer or geometry (same formula, charge and spin) (eV): 1.947

Cartesian coordinates (Å):
C 2.1211 0.8805 -0.5780
C 0.9662 1.1333 -1.5275
C -0.3511 0.7880 -0.8486
C -0.4860 -0.5982 -0.1528
C -0.3480 -0.5413 1.3626
C -1.3573 -1.3683 2.1494
N -2.5618 -0.5382 2.3388
N 1.1344 0.2842 -2.7593
H 2.9438 0.3082 -1.0957
H 2.6438 1.7597 -0.1857
H 2.0631 0.1490 0.2347
H 0.8909 2.2092 -1.7650
H -0.5049 1.4665 0.0373
H -1.3284 0.9894 -1.2981
H 0.2291 -1.3735 -0.4873
H -1.6189 -0.8015 -0.2213
H -0.5495 0.4851 1.7907
H 0.7086 -0.5355 1.6657
H -1.5423 -2.3474 1.7079
H -0.9927 -1.6357 3.2016
H -2.2645 0.2960 2.8238
H -3.3663 -1.0518 2.6672
H 2.1211 0.2216 -3.0297
H 0.4880 0.5361 -3.5061
H 0.9618 -0.7154 -2.5245

natural (NBO) atomic charge list, values in e, 6 entries: atom 1 (C): -0.663, atom 2 (C): -0.072, atom 3 (C): -0.465, atom 4 (C): -0.446, atom 5 (C): -0.413, atom 6 (C): -0.229


DFT (the ωB97M-V functional and the def2-TZVPD basis) results for a cluster of 2 separate species, C6H17N2 in total.

Calculated values
Largest force on an atom (eV/A): 0.64
Total charge: +1
Kohn-Sham gap (eV): 8.964
Energy relative to the best compared isomer or geometry (same formula, charge and spin) (eV): 1.069

Cartesian coordinates (Å):
C -3.4421 1.2753 -0.0659
C -3.1909 -0.1788 0.3029
C -1.7268 -0.2883 2.0930
N -1.8417 -0.3336 0.8435
H -4.4072 1.3570 -0.5611
H -3.4829 1.8768 0.8393
H -2.6735 1.6831 -0.7164
H -3.2760 -0.8113 -0.5795
H -3.9521 -0.4812 1.0300
H -2.5802 -0.1953 2.7788
H -0.7462 -0.3689 2.5489
C 2.6085 -1.4762 0.0834
C 2.3463 -0.4238 -0.9782
C 0.8922 -0.0523 -1.1511
N 3.1247 0.8307 -0.5728
H 3.6412 -1.8086 0.0582
H 2.3674 -1.0931 1.0773
H 1.9560 -2.3263 -0.0871
H 2.8187 -0.7354 -1.9070
H 0.3931 0.0471 -0.1902
H 0.4127 -0.8180 -1.7552
H 0.8075 0.8996 -1.6901
H 4.1142 0.6304 -0.4113
H 3.0730 1.5604 -1.2856
H 2.7641 1.2309 0.2961

natural (NBO) atomic charge list, values in e, 6 entries: atom 1 (C): -0.606, atom 2 (C): -0.249, atom 3 (C): -0.053, atom 4 (N): -0.416, atom 5 (H): 0.225, atom 6 (H): 0.207


Look up the largest force on an atom of the fifth one.
3.04 eV/A